182
Properties=species:S:1:pos:R:3 method="wB97M-V/def2-TZVPD" gap_ev=10.3
C 0.840 -1.203 1.285
C 0.763 -0.205 0.164
C -0.571 -0.172 -0.397
O -1.175 1.005 -0.016
C -0.303 1.743 0.542
O -0.396 2.945 0.813
O 0.845 1.116 0.709
H 0.490 -2.184 0.965
H 0.160 -0.907 2.085
H 1.862 -1.264 1.659
H 1.614 -0.264 -0.515
H -1.212 -0.929 0.055
H -0.680 -0.274 -1.477
C 0.183 -3.909 -4.829
C 1.099 -5.196 -4.704
C 1.578 -5.427 -3.309
O 1.400 -6.833 -3.286
C 0.582 -7.293 -4.190
O 0.138 -8.435 -4.258
O 0.374 -6.291 -5.085
H 0.007 -3.703 -5.885
H 0.687 -3.009 -4.477
H -0.805 -4.150 -4.436
H 1.917 -5.195 -5.425
H 0.878 -4.927 -2.641
H 2.550 -5.055 -2.986
C -0.891 -4.949 4.877
C -1.358 -6.434 4.980
C -1.013 -7.314 3.704
O -0.572 -8.506 4.200
C -0.188 -8.305 5.474
O 0.297 -9.180 6.219
O -0.490 -7.100 5.909
H 0.129 -4.807 4.519
H -1.121 -4.437 5.811
H -1.503 -4.454 4.124
H -2.395 -6.575 5.287
H -0.376 -6.983 2.884
H -1.980 -7.355 3.203
C 1.803 -0.657 -9.285
C 1.257 0.755 -9.055
C -0.235 0.949 -9.582
O -0.965 0.836 -8.341
C -0.113 1.034 -7.270
O -0.401 0.907 -6.125
O 1.156 1.222 -7.693
H 2.835 -0.820 -8.973
H 1.809 -0.865 -10.355
H 1.329 -1.375 -8.616
H 1.818 1.438 -9.692
H -0.527 0.101 -10.200
H -0.251 1.984 -9.926
C 4.444 -3.914 6.841
C 5.325 -4.522 5.745
C 5.282 -5.990 5.851
O 4.827 -6.534 4.635
C 4.570 -5.534 3.832
O 4.118 -5.777 2.751
O 4.671 -4.357 4.475
H 4.622 -4.273 7.855
H 3.413 -4.187 6.615
H 4.537 -2.828 6.834
H 6.340 -4.128 5.802
H 4.655 -6.266 6.699
H 6.264 -6.250 6.245
C -6.009 -0.075 -2.764
C -5.593 0.327 -4.161
C -6.529 -0.040 -5.336
O -6.707 1.199 -6.000
C -6.005 2.195 -5.362
O -5.971 3.343 -5.728
O -5.613 1.709 -4.162
H -7.084 0.044 -2.625
H -5.491 0.514 -2.007
H -5.662 -1.098 -2.908
H -4.629 -0.084 -4.463
H -7.457 -0.401 -4.891
H -6.042 -0.766 -5.986
C 6.808 -1.150 0.289
C 7.753 -2.251 -0.022
C 7.413 -3.230 -1.035
O 8.675 -3.363 -1.757
C 9.560 -2.492 -1.243
O 10.703 -2.377 -1.665
O 8.995 -1.717 -0.389
H 6.343 -0.719 -0.598
H 7.296 -0.361 0.860
H 5.876 -1.401 0.796
H 7.896 -2.925 0.822
H 6.537 -2.865 -1.572
H 7.114 -4.182 -0.596
C -4.913 -6.521 -4.624
C -5.136 -6.676 -3.106
C -4.671 -7.877 -2.339
O -3.585 -7.384 -1.571
C -3.593 -6.029 -1.523
O -2.857 -5.270 -0.949
O -4.498 -5.554 -2.400
H -5.201 -7.408 -5.190
H -3.895 -6.176 -4.806
H -5.544 -5.699 -4.960
H -6.209 -6.570 -2.944
H -4.330 -8.787 -2.832
H -5.497 -8.252 -1.734
C -1.895 5.411 6.474
C -1.194 5.580 7.833
C -1.952 4.942 9.026
O -0.935 4.230 9.717
C 0.209 4.214 8.987
O 1.240 3.715 9.343
O 0.014 4.845 7.845
H -2.847 5.917 6.313
H -2.183 4.362 6.398
H -1.245 5.577 5.615
H -0.942 6.622 8.030
H -2.785 4.313 8.712
H -2.300 5.681 9.748
C -5.600 5.997 0.012
C -6.262 6.590 1.248
C -7.764 6.331 1.428
O -7.799 5.885 2.765
C -6.572 5.572 3.263
O -6.408 4.937 4.280
O -5.683 5.992 2.434
H -5.824 6.601 -0.868
H -6.014 4.994 -0.095
H -4.517 5.932 0.109
H -6.024 7.652 1.208
H -8.050 5.478 0.812
H -8.209 7.324 1.377
C -4.500 -0.150 4.306
C -5.020 -1.118 5.365
C -4.488 -0.764 6.779
O -5.632 -0.501 7.532
C -6.684 -0.372 6.755
O -7.738 0.146 7.162
O -6.404 -0.770 5.504
H -3.543 -0.472 3.896
H -4.275 0.863 4.640
H -5.150 0.095 3.466
H -4.927 -2.135 4.982
H -3.883 0.137 6.879
H -3.942 -1.587 7.241
C 4.968 2.990 4.141
C 4.930 4.436 3.564
C 5.561 5.603 4.408
O 6.230 6.378 3.542
C 6.574 5.615 2.462
O 7.394 6.013 1.602
O 5.900 4.438 2.545
H 4.188 2.978 4.902
H 5.945 2.755 4.564
H 4.669 2.271 3.379
H 4.000 4.756 3.094
H 6.376 5.255 5.044
H 4.808 6.145 4.980
C 0.297 6.419 -2.943
C -0.039 7.156 -4.247
C -1.254 6.646 -4.913
O -1.829 7.831 -5.405
C -1.269 8.926 -4.829
O -1.652 10.084 -4.811
O -0.337 8.525 -3.949
H 1.207 6.927 -2.624
H 0.293 5.339 -3.085
H -0.519 6.732 -2.292
H 0.838 7.090 -4.891
H -1.869 6.156 -4.158
H -0.885 5.959 -5.674
C 5.407 3.941 -3.595
C 4.694 2.997 -4.701
C 5.697 2.500 -5.748
O 5.380 1.086 -5.730
C 4.606 0.761 -4.690
O 4.438 -0.376 -4.313
O 4.243 1.857 -3.980
H 4.473 4.281 -3.146
H 5.938 4.780 -4.045
H 6.006 3.404 -2.859
H 3.803 3.499 -5.079
H 6.742 2.625 -5.464
H 5.576 2.990 -6.714

177
Properties=species:S:1:pos:R:3 method="wB97M-V/def2-TZVPD" gap_ev=5.6 total_charge=+1
C 0.448 5.618 0.985
C 0.188 5.533 2.373
C 0.063 4.120 3.137
O 0.806 3.976 4.146
O -0.814 3.078 2.734
C -1.665 2.633 3.831
C -2.872 3.655 4.178
C -4.021 3.665 3.021
C -3.582 4.696 1.860
C -4.000 4.233 0.374
C -2.754 3.961 -0.608
C -2.659 2.464 -1.165
C -3.295 1.239 -0.402
N -3.136 -0.056 -0.987
N -2.498 -0.436 -2.085
C -1.890 0.571 -2.860
C -1.108 0.120 -4.195
C -1.916 2.121 -2.517
C -1.243 3.228 -3.463
C 0.258 3.467 -2.940
O 1.267 3.338 -3.996
C 2.429 2.792 -3.259
C 3.806 2.937 -4.060
O 4.932 2.241 -3.467
C 4.676 1.860 -2.113
C 4.816 2.916 -0.989
C 4.472 2.454 0.459
C 3.978 0.992 0.788
C 3.624 0.705 2.335
C 5.069 0.865 3.098
C 2.769 1.970 2.823
C 3.090 -0.743 2.673
C 1.651 -0.908 3.347
C 0.410 -0.297 2.531
C 1.617 -0.555 4.945
C 1.380 -2.530 3.330
C 3.891 0.005 -0.383
C 4.221 0.389 -1.875
H 0.653 4.679 0.365
H 0.485 6.628 0.435
H 0.026 6.512 2.955
H -2.154 1.627 3.546
H -1.069 2.405 4.797
H -2.482 4.729 4.360
H -3.299 3.318 5.198
H -4.250 2.603 2.634
H -4.980 3.999 3.573
H -2.462 4.917 1.978
H -4.119 5.696 2.081
H -4.760 3.371 0.425
H -4.580 5.122 -0.085
H -1.801 4.117 0.035
H -2.676 4.759 -1.438
H -3.881 1.397 0.571
H -3.601 -0.822 -0.455
H -1.698 0.301 -5.152
H -0.100 0.681 -4.160
H -0.843 -0.992 -4.026
H -1.807 4.218 -3.334
H -1.249 2.839 -4.534
H 0.422 4.480 -2.417
H 0.449 2.672 -2.118
H 2.138 1.693 -3.037
H 2.467 3.412 -2.282
H 4.089 4.062 -4.069
H 3.701 2.657 -5.177
H 5.145 3.963 -1.281
H 4.592 3.252 1.275
H 5.524 1.910 2.916
H 5.761 0.053 2.694
H 4.881 0.806 4.229
H 2.015 1.784 3.649
H 2.160 2.335 1.906
H 3.439 2.872 3.098
H 3.839 -1.237 3.409
H 3.095 -1.463 1.765
H 0.212 0.800 2.846
H 0.506 -0.348 1.395
H -0.525 -0.889 2.873
H 2.704 -0.524 5.303
H 1.074 0.445 5.046
H 0.980 -1.348 5.460
H 0.278 -2.792 3.466
H 1.959 -2.937 4.226
H 1.768 -3.028 2.379
H 3.560 -1.066 -0.213
H 4.103 -0.387 -2.706
C 7.859 5.367 4.969
C 7.232 6.744 5.074
O 5.959 6.780 4.415
C 4.937 6.241 5.100
O 4.999 5.752 6.202
O 3.835 6.319 4.335
C 2.686 5.696 4.912
H 7.907 5.045 3.925
H 8.867 5.368 5.387
H 7.266 4.621 5.504
H 7.868 7.473 4.568
H 7.138 7.066 6.115
H 2.497 6.068 5.922
H 2.816 4.614 4.919
H 1.827 5.937 4.291
C -6.664 -3.126 -8.843
C -5.770 -1.902 -8.898
O -5.767 -1.212 -7.640
C -4.998 -1.753 -6.685
O -4.314 -2.743 -6.795
O -5.135 -1.017 -5.567
C -4.434 -1.546 -4.445
H -7.666 -2.856 -8.499
H -6.740 -3.594 -9.826
H -6.276 -3.867 -8.139
H -6.159 -1.202 -9.640
H -4.751 -2.159 -9.202
H -3.382 -1.724 -4.681
H -4.914 -2.468 -4.108
H -4.487 -0.814 -3.639
C -1.437 1.532 -11.929
C -1.775 1.148 -13.358
O -1.318 -0.177 -13.654
C -2.085 -1.173 -13.185
O -3.111 -1.046 -12.558
O -1.503 -2.338 -13.512
C -2.173 -3.485 -12.993
H -0.370 1.393 -11.737
H -1.701 2.574 -11.737
H -1.974 0.904 -11.214
H -1.259 1.820 -14.046
H -2.846 1.242 -13.558
H -3.232 -3.482 -13.259
H -2.049 -3.528 -11.908
H -1.710 -4.370 -13.430
C 5.676 -4.460 9.400
C 6.343 -3.534 8.401
O 5.389 -2.638 7.816
C 5.036 -1.591 8.578
O 5.453 -1.343 9.683
O 4.116 -0.877 7.906
C 3.584 0.221 8.645
H 4.829 -4.976 8.940
H 6.385 -5.203 9.772
H 5.283 -3.903 10.254
H 6.762 -4.124 7.583
H 7.169 -2.979 8.854
H 4.378 0.862 9.033
H 2.956 -0.148 9.460
H 2.964 0.812 7.971
C -3.209 -5.314 -4.742
C -4.327 -5.882 -3.889
O -3.982 -7.180 -3.389
C -3.149 -7.191 -2.337
O -2.687 -6.219 -1.784
O -2.897 -8.470 -2.018
C -1.947 -8.628 -0.964
H -2.932 -6.017 -5.532
H -3.513 -4.370 -5.199
H -2.310 -5.134 -4.148
H -5.222 -6.010 -4.502
H -4.591 -5.209 -3.068
H -2.230 -8.047 -0.084
H -0.953 -8.338 -1.314
H -1.924 -9.682 -0.689
C -4.332 -6.460 3.496
C -3.430 -5.242 3.435
O -3.415 -4.555 4.693
C -2.642 -5.106 5.648
O -1.967 -6.100 5.531
O -2.769 -4.369 6.764
C -2.068 -4.898 7.889
H -5.330 -6.182 3.846
H -4.417 -6.927 2.513
H -3.945 -7.203 4.197
H -3.819 -4.539 2.696
H -2.415 -5.506 3.125
H -1.019 -5.083 7.653
H -2.553 -5.816 8.231
H -2.117 -4.161 8.691

What molecular weight values result from the calculations? In sequence: 1429.25 1150.38 g/mol.
What electronic energy values result from the calculations? In sequence: -5344.27798 -3956.11788 hartree.
What highest occupied orbital energy values result from the calculations? In sequence: -0.39351 -0.37396 Eh.